A cluster of 16 separate species, C47H130N6O20 in total, computed with ωB97M-V/def2-TZVPD.

```
203
Properties=species:S:1:pos:R:3:forces:R:3:mulliken_charge:R:1
C -2.07197 9.40127 -2.04218 -0.849 1.065 0.958 0.500
O -2.55340 10.53844 -2.09207 0.603 -0.808 -0.311 -0.715
N -1.67665 8.86834 -0.84157 0.248 -0.332 -0.225 -0.205
N -1.93374 8.58901 -3.11164 0.091 -0.038 -0.657 -0.218
H -1.88887 9.39893 -0.01857 -0.074 -0.005 0.009 0.184
H -1.46944 7.88581 -0.76620 0.042 -0.042 0.193 0.086
H -2.18936 9.01934 -3.98346 -0.039 -0.172 -0.012 0.201
H -1.70822 7.59582 -3.08380 0.063 0.410 0.013 0.306
C 3.68864 -4.48020 -1.47977 0.493 0.230 -0.633 0.041
C 5.15195 -4.56126 -1.07871 -0.508 -0.468 0.667 -0.489
O 5.14606 -4.63618 0.37196 0.965 0.186 -0.662 -0.584
H 3.23643 -3.53795 -1.17156 0.105 0.024 0.098 -0.408
H 3.11506 -5.29426 -1.03935 0.068 -0.101 0.000 0.343
H 3.61618 -4.53440 -2.56914 -0.137 -0.086 0.115 0.275
H 5.77382 -3.71967 -1.39376 -0.355 0.155 -0.056 0.211
H 5.64433 -5.46343 -1.45694 -0.237 -0.026 -0.104 0.405
H 6.06133 -4.44313 0.61304 -0.267 -0.107 0.513 0.247
C -3.25205 -3.00342 -4.52986 0.493 -0.002 0.492 -0.679
C -3.71719 -4.42021 -4.84200 -0.479 0.440 0.706 0.239
O -4.95357 -4.36016 -5.55340 0.421 -0.417 -0.615 -0.549
H -2.70467 -2.52827 -5.34633 -0.195 -0.108 -0.201 0.346
H -2.56701 -2.98945 -3.67503 -0.008 -0.112 0.016 -0.132
H -4.09518 -2.36977 -4.25956 -0.087 -0.077 -0.069 0.374
H -3.98589 -4.97087 -3.93622 0.233 0.224 0.186 -0.117
H -2.90854 -4.99949 -5.29628 -0.277 -0.023 -0.479 0.228
H -4.77828 -4.42473 -6.49739 -0.078 0.065 0.032 0.316
C 5.38247 3.75050 -1.97091 0.098 -0.559 -0.051 -1.004
C 5.43454 3.76722 -0.44124 -0.214 -0.176 -0.711 0.681
O 6.74084 4.07426 0.01215 0.197 -0.190 0.281 -0.590
H 6.05865 2.98195 -2.35690 0.353 0.203 0.208 0.330
H 5.68359 4.70616 -2.39938 -0.220 0.050 -0.058 0.351
H 4.43219 3.39460 -2.37807 -0.304 0.529 0.255 0.240
H 5.19122 2.75553 -0.10718 0.141 0.044 0.286 -0.341
H 4.69791 4.43527 0.01113 -0.082 0.037 -0.152 0.064
H 6.88894 5.02046 -0.06262 -0.052 0.010 -0.051 0.337
C -2.47494 -1.05697 1.23237 0.031 -0.296 1.147 -0.821
C -1.90942 0.28351 0.86454 0.873 0.300 0.075 1.014
O -1.56339 0.34867 -0.51604 -0.324 0.187 -0.240 -0.631
H -3.19326 -1.39701 0.48739 -0.040 0.000 0.046 0.344
H -2.94897 -0.96866 2.21687 -0.351 0.039 -0.181 0.498
H -1.71636 -1.81867 1.41850 0.125 0.013 -0.572 -0.297
H -0.99132 0.53632 1.41486 -0.100 -0.337 0.360 -0.663
H -2.59473 1.06779 1.19235 -0.204 0.101 -0.791 0.366
H -0.97028 -0.41430 -0.67818 -0.396 0.212 0.064 0.509
C 0.00926 -6.27022 -4.82262 0.871 0.150 -0.556 -1.668
C 0.15099 -5.12610 -3.80848 -0.333 -2.587 -0.391 0.781
O -0.34491 -5.67075 -2.57248 -0.017 1.016 0.301 -0.365
H -0.99485 -6.57579 -5.10911 -0.101 0.253 0.108 0.319
H 0.52651 -7.13867 -4.39783 -0.193 -0.082 0.123 0.537
H 0.62085 -6.06827 -5.70714 -0.383 0.186 -0.197 0.359
H -0.43566 -4.25506 -4.08524 0.287 0.223 0.182 0.073
H 1.23752 -5.00949 -3.77231 -0.112 0.928 0.332 -0.182
H -0.23267 -6.62200 -2.61996 -0.001 -0.059 0.063 0.233
C -0.67770 -3.27803 3.50275 0.627 -0.273 -0.232 -1.264
C 0.57177 -2.53371 3.96003 -0.117 -0.391 -0.235 1.968
O 0.41918 -2.21082 5.33269 -0.035 0.261 0.115 -0.685
H -1.60280 -2.73555 3.68672 0.105 0.214 -0.009 0.437
H -0.76339 -4.25154 3.98749 0.060 0.024 0.137 0.406
H -0.56628 -3.46549 2.43124 -0.243 0.036 -0.048 -0.176
H 0.75044 -1.66527 3.31058 -0.222 0.287 0.339 -0.636
H 1.47543 -3.13894 3.82087 -0.280 -0.231 -0.046 -0.400
H 1.27754 -2.21981 5.76404 0.027 0.085 -0.028 0.435
C 5.34578 -1.04389 0.16867 0.303 -0.974 -0.243 -0.551
C 5.28204 -0.74506 -1.32215 0.172 -0.241 0.048 0.426
O 6.29815 0.12989 -1.78998 -0.038 0.164 0.149 -0.670
H 6.21418 -1.66287 0.41959 0.312 0.340 -0.176 0.401
H 4.53575 -1.72464 0.43820 -0.335 0.423 0.067 -0.127
H 5.36811 -0.17636 0.82499 -0.296 0.101 -0.091 0.379
H 4.27787 -0.40822 -1.60449 0.036 0.357 0.074 -0.040
H 5.45076 -1.66230 -1.89263 -0.085 -0.066 0.109 -0.137
H 6.45106 0.81825 -1.13272 -0.063 -0.003 -0.040 0.325
C 4.36497 -0.53298 5.01849 0.276 -0.149 0.307 -1.083
C 4.05984 -1.80810 4.24153 -0.579 0.729 -0.345 0.448
O 3.82928 -1.44139 2.87929 -0.044 -0.040 0.063 0.087
H 5.05016 0.09086 4.44397 -0.022 0.024 0.001 0.281
H 4.82612 -0.72688 5.98981 0.140 -0.246 -0.112 0.411
H 3.47457 0.04603 5.26603 -0.135 -0.040 -0.411 0.044
H 3.10969 -2.22752 4.59615 0.471 -0.352 0.354 -0.375
H 4.86750 -2.54534 4.25469 -0.071 0.021 0.417 0.336
H 3.48564 -2.24660 2.46463 -0.001 -0.062 -0.112 -0.020
C 1.46216 8.77936 1.28982 1.623 0.445 -0.667 -0.400
C 2.21827 10.10801 1.25035 -0.819 0.644 -0.179 -0.604
O 2.43347 10.61102 2.57059 0.018 -0.149 -0.272 -0.517
H 2.28282 8.13694 1.61810 -0.752 -0.713 0.465 0.086
H 1.22331 8.48272 0.26746 -0.330 -0.051 0.104 0.079
H 0.59020 8.79992 1.93774 0.037 -0.145 0.034 0.439
H 1.69185 10.87854 0.67163 -0.072 -0.133 -0.035 0.302
H 3.17933 9.97303 0.75277 0.089 -0.007 0.286 0.322
H 1.54613 10.81540 2.88505 0.185 0.095 0.269 0.306
C 2.51124 -5.85480 3.71042 -0.124 -0.775 0.152 -1.273
C 2.26656 -5.32770 2.30227 0.007 1.094 0.758 0.234
O 3.11641 -4.18424 2.09998 0.098 -0.400 -0.745 -0.194
H 2.25876 -6.91787 3.78461 -0.052 0.088 0.023 0.404
H 1.91615 -5.33336 4.46174 -0.105 0.103 -0.152 0.262
H 3.54748 -5.74752 4.02928 0.123 -0.003 -0.316 0.282
H 1.23778 -4.95073 2.25642 0.038 -0.308 -0.257 -0.254
H 2.43200 -6.04154 1.49264 -0.017 -0.174 0.234 0.527
H 3.79354 -4.48024 1.45325 -0.057 0.593 0.380 -0.040
C 3.50053 -2.41659 -4.55523 -0.401 -0.550 -0.020 -0.735
C 2.05343 -2.01363 -4.74019 0.044 0.237 -0.702 0.140
O 1.60251 -2.55714 -5.99930 0.072 0.322 0.207 -0.571
H 4.07522 -2.12546 -5.43315 -0.029 0.075 0.000 0.420
H 3.52794 -3.50693 -4.48638 0.288 0.047 0.059 0.203
H 3.95351 -1.96672 -3.67323 -0.091 -0.051 0.077 -0.035
H 2.01580 -0.92111 -4.77993 -0.243 0.004 0.117 0.497
H 1.35336 -2.38507 -3.98863 0.364 0.124 0.444 -0.129
H 0.90107 -1.96918 -6.29442 -0.051 -0.186 -0.190 0.290
C -4.47171 2.26015 3.75289 0.040 -0.600 -0.183 -0.974
O -3.19713 1.68095 3.60262 1.096 0.975 -0.067 0.169
C -2.58008 1.23651 4.81759 -0.736 -0.867 -0.881 -1.258
C -1.11681 0.96113 4.61348 0.793 0.402 0.898 0.654
N -0.31985 2.19736 4.57300 -0.114 -0.024 -0.485 -0.320
C 1.08682 1.92672 4.28333 -0.099 -0.700 0.091 0.724
C 1.88117 3.19061 3.97083 -0.900 0.069 0.236 -1.108
O 1.04774 4.05776 3.22782 0.049 0.128 -0.530 0.236
C 1.64514 5.31371 2.94950 0.253 -0.524 -0.213 -0.961
H -4.48179 2.98816 4.56867 -0.221 -0.096 0.045 0.390
H -5.18934 1.44023 3.89453 -0.240 0.352 0.329 0.321
H -4.71849 2.76121 2.81599 0.064 0.059 0.063 0.168
H -3.12236 0.29957 4.99570 0.322 -0.092 0.795 0.423
H -2.67954 1.92381 5.66218 -0.313 0.207 -0.170 0.339
H -0.91384 0.27433 3.78253 -0.148 0.065 -0.206 -0.727
H -0.76841 0.46088 5.52280 -0.153 -0.362 -0.099 0.584
H -0.65083 2.76994 3.80337 -0.079 0.144 0.073 0.080
H 1.15520 1.15931 3.49598 0.199 0.277 -0.360 -0.737
H 1.56662 1.43510 5.13756 -0.140 0.133 0.159 0.412
H 2.78433 2.93314 3.40806 0.150 0.113 0.150 0.268
H 2.10438 3.69584 4.91869 0.386 -0.058 -0.051 0.668
H 1.98578 5.76237 3.88582 -0.151 0.349 -0.044 0.510
H 0.92707 5.91306 2.39565 -0.219 0.157 0.365 0.253
H 2.49572 5.22253 2.26576 0.147 -0.227 0.120 0.049
C -2.37403 5.11776 3.84033 0.696 -1.010 0.547 -0.036
O -2.76430 5.13175 2.49511 -1.046 1.276 -0.150 -0.530
C -2.00290 4.32775 1.64398 0.910 -1.078 -0.086 1.664
C -2.65869 4.28923 0.28362 -0.630 0.998 0.712 -1.628
N -2.55552 5.60691 -0.34056 0.129 -0.136 -0.478 0.337
C -3.23657 5.64461 -1.62541 0.720 0.371 -0.283 -1.296
C -2.46482 4.94348 -2.75761 -0.803 -0.161 -0.081 -0.330
O -1.43748 5.75309 -3.33637 -0.363 -0.254 0.443 -0.300
C -1.07327 5.28941 -4.60728 0.193 0.334 -1.232 -0.968
H -2.53394 4.09050 4.18698 0.311 0.097 0.387 -0.149
H -2.91759 5.77979 4.51343 -0.583 0.203 -0.688 0.381
H -1.32223 5.38697 3.99455 0.115 -0.197 -0.293 -0.054
H -1.96146 3.28643 2.00355 0.009 0.148 0.237 -0.776
H -0.97484 4.70738 1.60231 0.040 -0.065 -0.168 -0.408
H -3.71364 4.06017 0.51067 -0.058 -0.187 -0.292 0.625
H -2.28906 3.51717 -0.38617 0.341 -0.069 0.192 0.265
H -2.96222 6.29576 0.28204 -0.023 -0.085 0.052 0.350
H -3.34968 6.68307 -1.93813 0.021 0.118 0.039 0.421
H -4.26614 5.26910 -1.57324 0.059 -0.412 -0.065 0.385
H -3.23050 4.73189 -3.51306 0.134 0.067 -0.268 0.497
H -2.04698 3.96743 -2.49847 0.066 0.035 0.332 0.338
H -0.43869 4.40013 -4.64520 -0.072 -0.153 0.544 0.262
H -0.52650 6.06837 -5.14223 0.148 0.173 0.375 0.316
H -1.93848 5.10323 -5.25325 -0.226 -0.151 0.264 0.390
C 1.60393 5.67055 -1.02230 -0.283 0.087 -2.770 -0.743
O 1.91618 4.56675 -0.23924 0.238 0.673 0.748 0.131
C 1.33337 3.36407 -0.65845 -0.176 -0.247 -0.090 -0.618
C 1.75127 2.30347 0.33808 0.599 -0.703 -0.159 1.037
N 1.41725 1.00067 -0.19371 0.000 -0.319 -1.044 0.331
C 1.67426 -0.16160 0.61682 -0.597 0.262 0.660 -0.388
C 1.53343 -1.47857 -0.13291 0.430 1.238 -0.226 0.262
O 0.19428 -1.74132 -0.56289 0.411 -0.606 0.911 -0.542
C 0.10962 -3.09624 -0.93684 0.478 -0.605 -1.196 0.229
H 1.64312 5.38458 -2.09310 -0.118 -0.338 0.052 0.321
H 2.34566 6.47020 -1.07791 0.128 -0.099 1.207 0.353
H 0.58759 6.07617 -0.96069 -0.002 -0.080 0.797 -0.015
H 1.67146 3.09621 -1.66958 0.259 -0.034 0.073 0.457
H 0.23903 3.41772 -0.74980 -0.086 0.236 0.316 -0.320
H 1.36550 2.48629 1.34796 -0.224 0.220 -0.097 -0.446
H 2.84618 2.31469 0.40034 -0.004 0.290 0.174 -0.452
H 0.46441 0.97207 -0.53652 -0.090 0.136 0.127 0.471
H 1.00512 -0.13989 1.49669 -0.084 -0.470 0.004 -1.157
H 2.65963 -0.14392 1.09155 0.194 0.153 -0.417 0.638
H 1.97977 -2.22940 0.52833 -0.548 -0.509 -0.138 0.016
H 2.11547 -1.41954 -1.06082 0.345 -0.042 0.131 -0.187
H 0.40958 -3.79729 -0.15217 -0.405 0.169 0.353 0.023
H 0.81683 -3.32448 -1.74989 0.148 0.272 0.022 -0.476
H -0.84651 -3.35584 -1.38555 -0.300 0.280 0.526 0.159
C -7.18449 -9.69118 -3.61154 0.648 0.683 -0.521 -0.739
O -7.38102 -8.30583 -3.37985 0.754 -0.308 0.264 -0.323
C -7.24927 -7.94690 -2.00757 -1.098 0.316 -0.053 -0.696
C -6.53219 -6.61025 -1.81538 0.468 -1.116 0.064 -0.162
N -6.49579 -6.28439 -0.37585 -0.099 0.914 -0.711 -0.455
C -6.22062 -4.85485 -0.18538 0.322 0.421 -0.184 -1.121
C -4.72839 -4.50982 -0.34898 -0.290 -0.377 0.653 0.895
O -3.96856 -5.48934 0.33043 -0.346 -0.700 0.325 -0.509
C -2.58629 -5.28683 0.29152 0.203 1.243 -0.779 -0.326
H -6.19392 -10.00299 -3.26542 -0.027 -0.075 0.276 0.335
H -7.14239 -9.77992 -4.69589 -0.372 -0.309 -0.017 0.259
H -7.94777 -10.32948 -3.16650 -0.174 0.034 -0.010 0.285
H -6.75821 -8.71417 -1.40219 0.103 -0.126 -0.187 0.343
H -8.28920 -7.86691 -1.67159 0.187 0.147 0.595 0.279
H -7.01117 -5.85454 -2.43494 -0.082 0.187 0.243 0.300
H -5.50211 -6.74622 -2.16888 -0.039 0.150 -0.404 0.181
H -5.64472 -6.70880 -0.01781 -0.283 -0.378 0.206 0.390
H -6.61925 -4.50187 0.76746 0.275 -0.230 0.199 0.439
H -6.70452 -4.22343 -0.93579 -0.364 -0.318 -0.059 0.343
H -4.54710 -3.53619 0.11919 0.138 0.198 -0.386 -0.081
H -4.46018 -4.53693 -1.41028 0.127 0.315 -0.050 -0.159
H -2.04090 -6.15766 0.64453 -0.202 -0.017 0.201 0.325
H -2.32935 -4.37069 0.84290 0.153 -0.266 0.379 0.169
H -2.26031 -5.05116 -0.73237 0.018 -0.391 -0.067 0.082
```
Forces are in eV/Å.

Properties
E_HOMO in hartree: -0.311
Total energy in Ha: -3701.771804
Gap between HOMO and LUMO in eV: 8.660